1.
ORCA calculation (wB97M-V/def2-TZVPD) on an isolated molecule of C4H7OP at a distorted geometry.

```
13
Properties=species:S:1:pos:R:3:lowdin_charge:R:1
C 0.89902 -0.42030 -0.67453 -0.321
C -2.71023 0.49159 0.25831 0.027
C -0.26220 0.54313 -0.76275 -0.187
C -1.49871 0.44055 -0.25437 -0.060
O 1.95759 1.76315 0.74893 -0.455
P 2.03731 0.31817 0.58866 0.651
H 0.64972 -1.28408 -0.24907 0.007
H 1.42080 -0.59397 -1.75058 0.142
H -3.59050 0.33056 -0.25361 0.033
H -2.80233 0.66231 1.26221 0.029
H -0.00297 1.52457 -1.15786 0.104
H 1.44720 -0.23567 1.87843 0.047
H 3.31933 -0.09922 0.46322 -0.019
```

- Spin multiplicity: 1
- DFT total energy: -15595.0499 eV
- Net charge: 0
- Highest occupied orbital energy: -9.53 eV
- Lowest unoccupied orbital energy: 0.85 eV
- SMILES: C=C=CC[PH2]=O
- Energy above the lowest of the compared OMol25 structures with the same formula, charge and spin: 230.33 kJ/mol
- Gap between HOMO and LUMO: 10.375 eV

***

2.
ORCA calculation (wB97M-V/def2-TZVPD) on a 2-piece molecular cluster, C20H28N11O5 overall at a distorted geometry.

```
64
Properties=species:S:1:pos:R:3:lowdin_charge:R:1
O 1.19885 -1.12178 -2.87088 0.039
O -2.77758 -7.54546 -2.49791 0.060
O 2.59795 5.26457 0.82235 0.021
O 1.68864 4.37112 4.23898 0.069
N -4.10301 -11.28804 0.38877 0.007
N -3.26822 -10.35029 0.68134 0.032
N 0.01710 -4.64880 -1.10755 0.137
O 0.12326 -1.57874 -4.80822 0.139
C 0.51058 -1.87275 -3.54770 -0.449
C -1.97759 -7.63553 -1.57148 -0.371
C 2.30140 6.40169 1.18658 -0.506
C 1.12853 5.44654 4.09675 -0.461
C -4.30544 -11.28985 -0.97932 -0.131
C -3.56494 -10.29995 -1.52922 -0.049
C -2.03206 -8.64177 -0.52846 -0.119
C -1.10097 -8.32837 0.43240 0.031
C 1.46428 2.27771 -1.15664 -0.486
C 0.37824 -3.48168 -1.66162 -0.039
C -0.66124 -5.54459 -1.84543 -0.210
C -0.98749 -5.27105 -3.17865 0.034
C -0.62816 -4.06551 -3.75796 0.029
C 0.07692 -3.14273 -2.98438 -0.135
N 0.70886 1.30263 -1.56904 0.232
N -2.91694 -9.71409 -0.46642 -0.074
N -0.38996 -7.20529 0.01253 0.074
N -0.97025 -6.75393 -1.21993 0.058
N 1.17907 6.34370 5.08450 0.032
N 0.94716 3.35050 -0.59321 0.105
N 1.23466 6.71317 1.94102 0.119
N 2.75133 2.16390 -1.30799 0.226
C 3.12064 7.57208 0.69571 0.015
C 0.61641 7.69529 5.11156 -0.058
C -0.48262 3.59626 -0.31008 -0.154
C -0.66306 4.80866 0.61070 -0.158
C -0.05166 4.54712 2.00429 -0.138
C 0.41292 5.80341 2.77769 -0.181
H 0.55576 -0.74762 -5.05046 0.136
H -4.95765 -11.97019 -1.51813 0.100
H -3.50678 -10.02612 -2.57612 0.122
H -0.96549 -8.87897 1.36339 0.137
H 0.93011 -2.78397 -1.03854 0.125
H -1.50766 -5.99771 -3.79052 0.114
H -0.88360 -3.86928 -4.79852 0.134
H 1.10913 0.46657 -1.97882 0.076
H -0.28235 1.37574 -1.45223 0.117
H 0.02602 -6.54208 0.67591 0.154
H 1.68112 6.02776 5.90150 0.150
H 1.60511 4.02713 -0.21082 0.104
H 1.08635 7.70164 2.07983 0.139
H 3.35045 2.89014 -0.94943 0.137
H 3.13853 1.33540 -1.72087 0.135
H 2.50635 8.21156 0.06404 0.091
H 3.49134 8.14001 1.54736 0.089
H 3.96760 7.20010 0.12060 0.090
H -0.45933 7.66781 4.92990 0.084
H 1.10037 8.32143 4.36100 0.073
H 0.78689 8.14178 6.09360 0.094
H -1.00824 3.79003 -1.24748 0.127
H -0.92829 2.72319 0.17196 0.126
H -0.20015 5.66512 0.12327 0.111
H -1.72559 5.02551 0.72450 0.122
H 0.79907 3.87280 1.91180 0.103
H -0.79080 4.01878 2.60942 0.131
H -0.49391 6.33531 3.06082 0.141
```

- Spin multiplicity: 1
- DFT total energy: -47818.2070 eV
- Net charge: +1
- Highest occupied orbital energy: -10.14 eV
- Lowest unoccupied orbital energy: -2.55 eV
- Gap between HOMO and LUMO: 7.596 eV

***

3.
ORCA calculation (wB97M-V/def2-TZVPD) on C19H18BF4N10O2ReS as an isolated structure at a distorted geometry.

```
56
Properties=species:S:1:pos:R:3:lowdin_charge:R:1
Re 0.50352 -0.80938 0.15072 1.481
O 0.61645 -0.48601 2.13671 -0.279
N 1.77603 -0.16604 2.61313 0.072
N 2.64546 0.03481 1.72639 -0.155
O 2.31954 -0.04462 0.43510 -0.247
C 4.00245 0.38453 2.06113 -0.163
C 4.35377 0.50098 3.39840 -0.005
C 5.66438 0.83410 3.69428 -0.053
C 6.58642 1.03980 2.67616 -0.057
C 6.20493 0.91235 1.35040 -0.053
C 4.89803 0.57944 1.02449 -0.001
H 3.63169 0.33394 4.18215 0.116
H 5.96297 0.92996 4.72830 0.115
H 7.60721 1.29679 2.92087 0.114
H 6.92324 1.06800 0.55804 0.114
H 4.58836 0.46979 -0.00287 0.116
N 1.05130 -2.51687 -2.81159 0.210
C 0.75358 -1.24682 -3.02325 -0.394
N 0.69690 -0.84700 -4.29155 0.191
C 0.47617 0.43947 -4.50076 -0.411
N 0.46773 0.89958 -5.74751 0.204
N 0.24538 1.34962 -3.51471 0.204
C 0.27332 0.87559 -2.30819 -0.265
N 0.56596 -0.40846 -1.95330 0.023
C -0.11166 1.80027 -1.21753 -0.190
C -0.40609 3.12934 -1.45185 0.035
C -0.86119 3.89625 -0.38922 -0.002
C -1.01736 3.30760 0.85445 -0.001
C -0.68883 1.97208 1.01096 -0.079
N -0.23346 1.24407 -0.00772 -0.024
H 1.19161 -3.09974 -3.61934 0.129
H 1.17325 -2.92917 -1.89854 0.014
H 0.60340 0.26039 -6.51133 0.124
H 0.26248 1.86715 -5.92124 0.121
H -0.29531 3.52866 -2.44750 0.122
H -1.10439 4.93955 -0.53572 0.125
H -1.39352 3.86377 1.70005 0.124
H -0.79879 1.46108 1.95709 0.123
C -3.24869 -5.24120 1.02285 -0.013
C -1.95925 -5.16483 0.27977 -0.298
C -1.66373 -5.99198 -0.80774 0.008
C -0.46276 -5.79792 -1.44952 -0.098
N 0.40936 -4.85514 -1.06727 0.043
C 0.03850 -4.15051 -0.01955 -0.736
S 1.23066 -2.94118 0.59657 0.688
N -1.07897 -4.24589 0.67918 0.112
H -3.67103 -6.24404 0.99000 0.085
H -3.96513 -4.55363 0.56807 0.092
H -3.10154 -4.93163 2.05448 0.088
H -2.35337 -6.75700 -1.13173 0.118
H -0.17512 -6.40388 -2.30023 0.117
F -3.66188 -1.70153 -0.53826 0.229
B -2.81228 -0.67540 -0.41332 -1.100
F -2.45214 -0.03035 -1.55533 0.193
F -2.93577 0.11540 0.67448 0.204
F -1.35152 -1.49284 -0.06160 -0.232
```

- Spin multiplicity: 4
- DFT total energy: -63503.9832 eV
- Net charge: +1
- Highest occupied orbital energy (alpha / beta): -11.40 / -11.99 eV
- Lowest unoccupied orbital energy (alpha / beta): -3.62 / -4.29 eV
- Energy above the lowest of the compared OMol25 structures with the same formula, charge and spin: 8.09 kJ/mol
- Gap between HOMO and LUMO (alpha / beta): 7.783 / 7.704 eV

***

What is the spin multiplicity in the third record?
4

***

Which formula does entry 3 have?
C19H18BF4N10O2ReS